Run i
{
  "formula": "C4H4N2",
  "method": "ωB97M-V/def2-TZVPD",
  "lumo_ev": 0.3561,
  "orbital_gap_ev": 10.71,
  "homo_energy_ha": -0.380,
  "smiles": "C=NC(=C)C#N",
  "total_charge": 0,
  "symbols": ["C", "N", "C", "C", "C", "N", "H", "H", "H", "H"],
  "positions_angstrom": [[1.649, 0.859, -0.065], [0.640, 0.897, -0.790], [-0.511, 0.020, -0.118], [-0.468, -1.301, 0.125], [-1.844, 0.550, 0.011], [-2.824, 1.096, 0.233], [2.508, 1.189, -0.700], [1.757, 0.406, 0.952], [0.438, -1.800, 0.030], [-1.345, -1.915, 0.323]],
  "nbo_charge": [-0.06, -0.34, 0.00, -0.34, 0.23, -0.29, 0.19, 0.18, 0.20, 0.23]
}



Run ii
{
  "formula": "C4H4N2",
  "method": "ωB97M-V/def2-TZVPD",
  "lumo_ev": [-1.5252, -1.5265],
  "orbital_gap_ev": [7.16, 7.16],
  "homo_energy_ha": [-0.319, -0.319],
  "total_charge": 0,
  "symbols": ["C", "C", "C", "C", "N", "N", "H", "H", "H", "H"],
  "positions_angstrom": [[1.147, 0.414, 0.077], [1.760, -0.376, 1.117], [0.050, -1.235, 0.857], [-1.190, 0.247, -0.738], [1.095, -1.400, 1.631], [-0.009, -0.210, -0.067], [1.417, 1.406, -0.063], [-1.681, -0.466, -1.330], [-1.895, 0.670, 0.048], [-0.694, 0.951, -1.531]],
  "nbo_charge": [-0.21, 0.29, 0.32, -0.40, -0.50, -0.38, 0.23, 0.22, 0.22, 0.22]
}



Run iii
{
  "formula": "C4H4N2",
  "method": "ωB97M-V/def2-TZVPD",
  "lumo_ev": [-1.5724, -0.5168],
  "orbital_gap_ev": [7.57, 7.89],
  "homo_energy_ha": [-0.336, -0.309],
  "total_charge": 0,
  "symbols": ["C", "C", "C", "C", "N", "N", "H", "H", "H", "H"],
  "positions_angstrom": [[-2.305, 0.279, 0.008], [-0.850, 0.356, -0.093], [-0.007, -2.073, -0.019], [1.176, -1.195, 0.014], [-2.898, -0.784, 0.004], [-0.190, -0.748, 0.048], [-2.725, 1.205, 0.254], [-0.457, 1.227, 0.225], [1.894, -1.249, 0.783], [1.815, -1.000, -0.817]],
  "nbo_charge": [-0.12, 0.03, 0.17, -0.37, -0.14, -0.37, 0.21, 0.19, 0.20, 0.20]
}



Relative energy of each structure, in eV: run i 0.000; run ii 3.864; run iii 4.862.